C27H25Cl3N9NiO4PS | ωB97M-V/def2-TZVPD

Summary:
LUMO energy (alpha / beta) in eV: 4.1 / 4.1
E_HOMO (alpha / beta) in eV: -1.2 / -2.2
2S+1: 3
<S²>: 2.010
Relative energy (zero: lowest compared OMol25 entry of this formula, charge and spin) in eV: 0.000
Total charge: -2

Each line ends with the Löwdin spin population.
Geometry (Å):
Ni  -0.11393  -0.69431  0.41005  1.635
N  -0.85106  0.32678  3.69942  -0.001
C  -0.43232  -0.97643  3.51730  0.001
N  -0.22622  -1.79951  4.53588  0.001
N  0.14024  -2.95875  3.93652  0.000
N  0.24350  -2.80269  2.67134  0.001
N  -0.14477  -1.53896  2.34289  0.020
C  -0.85979  1.34127  2.75454  0.001
N  -1.11943  2.59499  3.11683  0.001
N  -1.04755  3.28055  1.95946  0.000
N  -0.78910  2.48769  0.97992  0.002
N  -0.63968  1.21854  1.44732  0.034
H  -0.92484  0.63442  4.65296  0.000
O  -1.85256  -0.62201  -0.89035  0.076
C  -0.77718  -0.21614  -1.37136  0.075
C  -0.58181  -0.10199  -2.85557  0.033
C  -0.64608  -1.19512  -3.71860  0.011
C  -0.20402  -1.03489  -5.02114  0.001
C  0.27987  0.18980  -5.49560  0.009
C  0.30549  1.28995  -4.64751  0.000
C  -0.13426  1.15113  -3.34229  0.008
P  -0.31166  2.27407  -1.93013  0.008
C  1.07310  3.48808  -1.96991  0.001
C  2.05075  3.22593  -1.00284  0.000
C  3.19366  4.01179  -0.92993  0.000
C  3.35756  5.07035  -1.81255  0.000
C  2.38616  5.34458  -2.76607  0.000
C  1.25109  4.55391  -2.84667  0.000
C  -1.73457  3.30570  -2.40539  0.001
C  -1.95952  4.47522  -1.67570  0.002
C  -3.09802  5.23620  -1.89477  0.000
C  -4.03928  4.83037  -2.83177  0.002
C  -3.83773  3.65583  -3.54222  0.000
C  -2.69549  2.89582  -3.33362  0.002
H  -0.99193  -2.15243  -3.34826  0.001
H  -0.21480  -1.89249  -5.68620  0.000
H  0.62869  0.27784  -6.51702  0.001
H  0.65661  2.25051  -5.00855  0.000
H  1.89150  2.40216  -0.31428  0.000
H  3.95125  3.80420  -0.18224  0.000
H  4.24520  5.69045  -1.75391  0.000
H  2.51734  6.17583  -3.44950  0.000
H  0.48598  4.76956  -3.58371  0.000
H  -1.25640  4.77172  -0.90460  0.000
H  -3.25633  6.13557  -1.31190  0.000
H  -4.93331  5.42142  -2.99527  0.000
H  -4.57203  3.32046  -4.26563  0.000
H  -2.54942  1.98047  -3.89138  0.000
C  4.79469  1.03094  0.95383  0.000
C  3.76069  1.43068  1.98865  0.003
S  2.37421  0.29646  2.16948  0.003
O  1.95495  0.02772  0.75146  0.026
C  3.23486  -1.19059  2.78526  0.000
C  3.56752  -2.20529  1.71969  0.000
H  5.42874  1.88143  0.69911  0.000
H  4.29023  0.68517  0.04996  0.000
H  5.43356  0.22524  1.31855  0.000
H  3.27750  2.37593  1.72501  0.000
H  4.17513  1.54530  2.99502  0.000
H  2.53128  -1.61185  3.50635  0.000
H  4.12527  -0.85529  3.32555  0.000
H  2.72831  -2.36263  1.04501  0.000
H  3.79108  -3.15627  2.20466  0.000
H  4.43025  -1.90274  1.12017  0.000
Cl  2.89530  -2.60516  -2.48300  0.001
C  1.81110  -3.89464  -1.90702  0.003
Cl  1.35679  -4.89909  -3.30386  0.002
Cl  2.70334  -4.92651  -0.75027  0.000
C  0.54948  -3.28418  -1.16974  0.005
O  -0.53997  -3.72597  -1.48762  0.001
O  0.88554  -2.38390  -0.36730  0.031



C27H25CoFN2S2Si | ωB97M-V/def2-TZVPD

Summary:
LUMO energy (alpha / beta) in eV: -3.2 / -3.2
E_HOMO (alpha / beta) in eV: -11.0 / -11.0
Total charge: +1

Each line ends with the natural charge from an NBO analysis.
Geometry (Å):
Co  0.50977  -0.07575  0.61931  0.645
C  -1.90498  1.25676  2.90677  -0.670
C  -1.40940  -0.14486  2.99229  0.105
N  -0.53562  -0.68557  2.17712  -0.520
C  -0.29812  -2.01256  2.47529  0.078
C  -0.98723  -2.48440  3.54000  -0.408
S  -1.96891  -1.23942  4.18125  0.529
C  0.64042  -2.67472  1.58529  0.176
C  1.07823  -3.95359  1.59896  -0.441
S  2.16900  -4.19606  0.31348  0.549
C  2.01204  -2.57323  -0.17809  0.098
N  1.16912  -1.88523  0.56949  -0.467
C  2.80881  -2.06840  -1.32993  -0.670
H  -1.39107  1.78188  2.10592  0.245
H  -1.73919  1.78356  3.84635  0.250
H  -2.97198  1.26953  2.68522  0.257
H  -0.97048  -3.47244  3.96791  0.263
H  0.81563  -4.74355  2.28187  0.265
H  3.31020  -2.89432  -1.83110  0.245
H  3.57177  -1.37308  -0.98074  0.242
H  2.16793  -1.55784  -2.04693  0.268
C  -3.85291  2.96083  -0.27702  -0.190
C  -2.65779  3.24324  -0.92430  -0.202
C  -1.75792  2.22217  -1.19550  -0.230
C  -2.02286  0.90201  -0.81862  -0.450
C  -3.23680  0.64028  -0.16985  -0.213
C  -4.14646  1.65431  0.09049  -0.220
Si  -0.84991  -0.53779  -1.06552  1.210
C  -0.22857  -0.89560  -2.78582  -0.460
C  0.34220  0.05535  -3.63847  -0.220
C  0.82871  -0.30321  -4.88552  -0.197
C  0.75537  -1.62540  -5.30706  -0.195
C  0.17803  -2.58143  -4.48528  -0.201
C  -0.31253  -2.21596  -3.23877  -0.227
H  -4.56057  3.75417  -0.07516  0.227
H  -2.43546  4.25674  -1.23273  0.224
H  -0.85054  2.46699  -1.73525  0.207
H  -3.48021  -0.37522  0.12301  0.218
H  -5.08791  1.42566  0.57367  0.224
H  -1.58175  -1.76506  -0.64520  -0.197
H  0.40205  1.09431  -3.34003  0.206
H  1.26081  0.44748  -5.53416  0.223
H  1.13657  -1.90514  -6.28030  0.225
H  0.10240  -3.60856  -4.81766  0.223
H  -0.77093  -2.97132  -2.60959  0.217
F  2.06568  2.77516  4.67905  -0.308
C  2.00248  2.37954  3.40021  0.407
C  2.83422  1.35356  2.98092  -0.260
C  2.76437  0.93912  1.66366  -0.194
C  1.89482  1.55873  0.74171  -0.169
C  1.62961  0.95205  -0.58038  -0.637
C  1.04760  2.57064  1.22853  -0.156
C  1.11285  2.99976  2.54906  -0.290
H  3.51780  0.90308  3.68741  0.245
H  3.42066  0.14773  1.31913  0.224
H  2.47692  0.50970  -1.08671  0.219
H  1.12710  1.64821  -1.24969  0.207
H  0.36762  3.06373  0.54503  0.226
H  0.48931  3.80339  2.91700  0.244



C27H25F2N3O5 | ωB97M-V/def2-TZVPD

Summary:
LUMO energy in eV: 0.0
E_HOMO in eV: -8.0
SMILES: CCn1cc(C(=O)OCC(=O)c2cc(C)n(-c3ccc(OC(F)F)cc3)c2C)c(=O)c2ccc(C)nc21
Relative energy (zero: lowest compared OMol25 entry of this formula, charge and spin) in eV: 0.000

Each line ends with the natural charge from an NBO analysis.
Geometry (Å):
C  0.05295  2.40328  2.43632  -0.618
C  1.55530  2.25148  2.65201  -0.213
N  2.15447  1.45329  1.59936  -0.364
C  2.19703  0.11464  1.69048  0.151
C  2.70710  -0.71745  0.73831  -0.341
C  2.55294  -2.16654  0.99843  0.809
O  1.93161  -2.59481  1.94811  -0.626
O  3.11332  -2.93760  0.07191  -0.478
C  2.72324  -4.29935  0.08054  -0.175
C  1.20003  -4.49062  0.01824  0.575
O  0.69788  -5.49741  0.47107  -0.556
C  0.45297  -3.38543  -0.55444  -0.266
C  0.90918  -2.38853  -1.46573  -0.259
C  -0.06633  -1.44630  -1.57095  0.139
C  -0.09461  -0.21526  -2.40698  -0.646
N  -1.12398  -1.83213  -0.76598  -0.363
C  -2.29184  -1.08310  -0.55352  0.121
C  -2.20226  0.23542  -0.11192  -0.200
C  -3.34486  0.97388  0.11060  -0.232
C  -4.59369  0.40188  -0.10732  0.288
O  -5.68292  1.22672  0.13111  -0.490
C  -6.90572  0.67475  0.25893  0.795
F  -7.46077  0.37449  -0.94464  -0.348
F  -7.70989  1.58714  0.81851  -0.323
C  -4.69531  -0.90626  -0.55665  -0.298
C  -3.54373  -1.64357  -0.77461  -0.142
C  -0.82569  -3.02019  -0.16273  0.252
C  -1.71663  -3.68949  0.81476  -0.659
C  3.26394  -0.18475  -0.50208  0.528
O  3.75578  -0.83655  -1.40582  -0.582
C  3.15589  1.28550  -0.58057  -0.218
C  3.59732  1.96958  -1.71707  -0.082
C  3.48083  3.33925  -1.77971  -0.288
C  2.91762  4.01905  -0.69324  0.267
C  2.76632  5.50546  -0.70539  -0.647
N  2.49401  3.38674  0.38578  -0.487
C  2.60769  2.06100  0.45205  0.398
H  -0.13639  2.90075  1.48838  0.216
H  -0.43423  1.43035  2.43293  0.208
H  -0.37515  3.00311  3.23419  0.221
H  2.03322  3.23194  2.62925  0.242
H  1.75549  1.76595  3.60913  0.206
H  1.79006  -0.32467  2.59237  0.241
H  3.18996  -4.74527  -0.80098  0.219
H  3.08443  -4.80534  0.98298  0.218
H  1.84721  -2.38116  -1.98293  0.250
H  0.57664  -0.34587  -3.25174  0.238
H  0.24679  0.65750  -1.84687  0.210
H  -1.09886  -0.01340  -2.77642  0.223
H  -1.23204  0.67087  0.06723  0.226
H  -3.29480  1.99360  0.45556  0.232
H  -6.93660  -0.24699  0.87244  0.117
H  -5.65384  -1.35466  -0.76521  0.233
H  -3.61811  -2.65710  -1.13528  0.224
H  -2.39316  -4.38239  0.31356  0.224
H  -2.30744  -2.96426  1.37234  0.216
H  -1.10675  -4.27410  1.49965  0.261
H  4.02296  1.39104  -2.52350  0.244
H  3.81421  3.89036  -2.64493  0.222
H  2.28505  5.83583  0.21012  0.233
H  2.16930  5.81648  -1.56077  0.227
H  3.74288  5.97926  -0.78865  0.228



Number 1: M 767.65 g/mol. Number 2: M 547.66 g/mol. Number 3: M 509.51 g/mol.